This record from OMol25 describes a 3-piece molecular cluster, C22H40BrN4O6P overall in a non-equilibrium geometry. The level of theory is the ωB97M-V functional and the def2-TZVPD basis.

total charge = 0
E_tot = -121037.0111 eV
molecular weight = 567.462 g/mol
HOMO-LUMO gap = 7.74 eV
E_HOMO = -8.5 eV
SMILES = OCCc1cccc2nc(P(O)Br)cnc12.COCCNCCOC.COCCNCCOC
lowest unoccupied orbital energy = -0.73 eV

Cartesian coordinates (Å):
Br: -6.93 2.97 0.65
P: -6.03 4.82 -0.26
O: -0.73 0.57 0.08
O: -2.43 -2.24 -2.86
O: -5.37 -4.55 -0.29
O: 4.58 0.89 -0.46
O: 5.26 -0.41 3.83
O: -6.59 4.83 -1.82
N: -3.48 5.61 -0.71
N: 5.84 -1.53 1.12
N: -2.41 2.90 -0.63
N: -2.45 -3.93 -0.19
C: 0.36 2.34 -1.19
C: 6.40 -1.20 3.49
C: -3.76 -2.71 -2.90
C: -3.48 -3.35 0.66
C: 0.59 4.82 -1.42
C: 0.06 6.15 -1.40
C: -4.61 -4.34 0.90
C: 4.08 -1.16 4.03
C: -3.68 3.18 -0.43
C: 6.02 -1.11 -0.27
C: 0.27 1.58 0.17
C: -2.17 5.29 -0.92
C: -1.26 6.36 -1.17
C: -1.98 -1.82 -1.58
C: -4.18 4.52 -0.50
C: -1.47 -2.95 -0.68
C: -1.63 3.98 -0.90
C: -5.20 -5.84 -0.86
C: -0.23 3.76 -1.17
C: 4.23 1.27 0.86
C: 6.81 -0.97 2.05
C: 5.90 0.37 -0.60
H: -4.21 -5.95 -1.32
H: 3.33 -0.50 4.46
H: -5.35 -6.62 -0.11
H: 0.15 2.26 1.03
H: 6.92 0.12 1.91
H: -0.21 1.75 -1.92
H: -4.23 -5.28 1.31
H: -3.80 -3.79 -2.73
H: 4.91 -1.25 1.41
H: -4.40 -2.19 -2.18
H: -5.30 -3.91 1.63
H: -4.35 2.35 -0.21
H: -1.13 -1.16 -1.77
H: 6.14 0.49 -1.66
H: -3.93 -2.46 0.21
H: -0.73 -3.51 -1.25
H: 0.73 6.99 -1.61
H: -6.68 3.93 -2.16
H: 3.48 2.07 0.78
H: -1.49 0.82 0.61
H: 7.21 -0.87 4.14
H: 7.00 -1.47 -0.61
H: 3.76 0.44 1.38
H: 6.62 0.99 -0.05
H: -0.95 -2.51 0.17
H: -2.88 -4.37 -0.99
H: 1.23 1.05 0.29
H: 1.41 2.40 -1.52
H: 5.27 -1.65 -0.86
H: 3.69 -1.54 3.08
H: -3.04 -3.07 1.62
H: 6.23 -2.26 3.69
H: -1.63 7.39 -1.17
H: -5.95 -5.96 -1.63
H: -4.15 -2.53 -3.90
H: -2.73 -1.19 -1.09
H: 1.65 4.66 -1.62
H: 5.08 1.66 1.43
H: 4.24 -1.99 4.72
H: 7.78 -1.44 1.87